1.
29
Properties=species:S:1:pos:R:3 method="wB97M-V/def2-TZVPD" e_homo_ev=-8.10 e_tot_ha=-845.6175 spin_multiplicity=1 de_lowest_kcal_mol=0.0 e_lumo_ev=0.425 smiles=CP[C@@H](C)c1ccc2ccccc2c1
C 5.02 0.07 -0.18
C 4.71 0.75 1.08
C 3.92 -0.33 -0.86
C 3.48 1.17 1.51
C 0.22 -0.74 -0.56
C 1.50 -0.79 -0.93
C -0.14 0.14 0.48
C 1.00 0.62 1.28
C 2.61 -0.11 -0.37
C 2.36 0.54 0.89
C -1.64 0.32 0.71
C -2.39 -0.31 1.97
C -4.15 0.74 -0.22
P -2.55 0.18 -0.81
H 6.02 -0.02 -0.48
H 5.64 0.97 1.67
H 3.80 -0.89 -1.77
H 3.32 1.75 2.33
H -0.53 -1.41 -1.02
H 1.78 -1.50 -1.76
H -1.56 1.35 1.05
H 0.69 1.46 2.00
H -2.03 0.16 2.95
H -2.53 -1.44 2.15
H -3.44 0.10 2.02
H -4.52 -0.06 0.47
H -4.68 0.97 -1.16
H -3.83 1.70 0.14
H -2.88 -1.15 -1.10

***

2.
35
Properties=species:S:1:pos:R:3 method="wB97M-V/def2-TZVPD" e_homo_ev=-8.27 e_tot_ha=-8391.1913 spin_multiplicity=1 de_lowest_kcal_mol=18.4 e_lumo_ev=0.496
C 6.95 10.88 6.29
Br 7.60 10.60 8.03
Br 5.09 10.61 6.09
Br 7.88 10.09 4.86
H 7.21 11.91 6.11
N 5.82 17.93 11.25
C 5.57 17.00 12.16
C 6.70 16.37 12.59
C 7.79 17.14 11.91
C 7.16 18.07 11.10
H 5.06 18.50 10.80
H 4.49 16.85 12.38
H 6.88 15.49 13.22
H 8.89 16.91 12.01
H 7.64 18.73 10.36
N 8.45 12.93 10.90
C 8.04 11.83 11.65
C 9.12 11.03 11.86
C 10.23 11.65 11.19
C 9.77 12.80 10.64
H 7.78 13.63 10.62
H 7.04 11.80 12.14
H 9.21 10.14 12.33
H 11.14 11.10 10.90
H 10.26 13.54 10.02
N 6.69 15.33 9.31
C 5.64 14.43 9.03
C 5.40 14.51 7.70
C 6.46 15.22 7.08
C 7.17 15.81 8.11
H 6.81 15.79 10.22
H 5.04 13.81 9.69
H 4.56 14.09 7.10
H 6.49 15.26 6.00
H 8.13 16.42 8.02

***

3.
59
Properties=species:S:1:pos:R:3 method="wB97M-V/def2-TZVPD" e_homo_ev=-10.74 e_tot_ha=-11112.3122 spin_multiplicity=1 e_lumo_ev=-0.052 smiles="O=COCC[C@@H]1OC(=O)O[C@@H]1P(=O)(O)O.ClC(Cl)Cl.ClC(Cl)Cl.ClC(Cl)Cl.ClC(Cl)Cl.ClC(Cl)Cl.ClC(Cl)Cl.ClC(Cl)Cl"
O 3.03 -2.10 -0.18
C 3.11 -1.21 0.62
O 2.08 -0.41 1.01
C 1.52 0.38 -0.04
C 0.04 0.04 -0.31
C -0.31 -1.36 0.13
O 0.17 -2.21 -0.94
C -0.83 -2.54 -1.78
O -0.68 -3.19 -2.78
O -2.00 -2.03 -1.31
C -1.77 -1.79 0.06
P -3.03 -0.82 0.91
O -2.85 -0.96 2.35
O -4.43 -1.43 0.45
O -2.98 0.68 0.38
H 4.06 -0.99 1.11
H 1.54 1.43 0.22
H 2.11 0.30 -0.93
H -0.07 0.05 -1.38
H -0.61 0.78 0.14
H 0.04 -1.64 1.11
H -1.79 -2.75 0.56
H -4.38 -1.52 -0.51
H -3.88 1.00 0.54
C 2.92 3.91 -1.46
Cl 2.75 2.39 -2.34
Cl 1.87 3.94 -0.04
Cl 4.60 4.19 -0.99
H 2.62 4.71 -2.12
C -0.23 7.44 -1.00
Cl 1.05 6.67 -1.94
Cl -1.28 6.23 -0.26
Cl 0.46 8.50 0.23
H -0.83 8.04 -1.67
C -3.63 -3.07 3.47
Cl -3.21 -4.07 4.86
Cl -3.48 -3.99 1.97
Cl -5.27 -2.43 3.64
H -2.95 -2.24 3.42
C 2.01 0.00 4.67
Cl 3.29 -1.21 4.52
Cl 2.41 1.45 3.74
Cl 0.46 -0.66 4.16
H 1.93 0.28 5.71
C 6.58 0.48 -3.51
Cl 5.83 1.81 -2.62
Cl 7.08 1.01 -5.11
Cl 7.94 -0.19 -2.61
H 5.84 -0.30 -3.62
C -6.49 0.96 3.16
Cl -6.02 1.66 4.71
Cl -8.24 0.93 2.98
Cl -5.71 1.81 1.83
H -6.10 -0.05 3.11
C 1.14 -5.15 -5.16
Cl 2.35 -6.42 -5.32
Cl 1.57 -3.75 -6.15
Cl -0.46 -5.75 -5.59
H 1.11 -4.83 -4.13

***

4.
42
Properties=species:S:1:pos:R:3 method="wB97M-V/def2-TZVPD" e_homo_ev="-9.18 / -9.22" e_tot_ha=-2994.9582 s2=6.0077 spin_multiplicity=5 de_lowest_kcal_mol=0.0 e_lumo_ev="-0.058 / -0.090"
Fe 7.56 7.74 9.26
C 4.41 7.95 5.08
C 5.21 6.99 5.93
C 6.56 6.79 5.67
C 7.29 5.89 6.41
C 6.70 5.18 7.46
C 5.35 5.37 7.74
C 4.63 6.28 6.99
H 4.57 7.71 4.03
H 4.74 8.99 5.23
H 3.35 7.88 5.33
H 7.05 7.35 4.88
H 8.34 5.76 6.22
H 7.32 4.43 7.96
H 4.85 4.83 8.56
H 3.57 6.45 7.17
C 8.16 9.45 12.81
C 7.34 9.95 11.70
N 7.26 9.45 10.47
C 6.39 10.25 9.77
C 5.95 11.26 10.57
N 6.56 11.03 11.79
C 5.01 12.43 10.35
O 4.43 12.52 9.17
O 4.79 13.18 11.28
C 6.03 9.92 8.37
O 5.36 10.69 7.68
O 6.54 8.81 7.97
H 9.12 9.08 12.46
H 7.60 8.66 13.33
H 8.36 10.27 13.51
H 6.44 11.67 12.56
H 4.75 11.78 8.55
N 6.71 6.14 10.68
H 7.03 5.28 10.24
H 5.75 5.99 10.89
H 7.20 6.17 11.57
O 9.80 7.07 11.09
Cl 10.08 6.42 9.81
O 9.57 5.09 9.84
O 11.44 6.60 9.41
O 9.30 7.17 8.76

***

5.
56
Properties=species:S:1:pos:R:3 method="wB97M-V/def2-TZVPD" e_homo_ev=-9.89 e_tot_ha=-3741.8773 spin_multiplicity=1 e_lumo_ev=-1.243
O 1.40 -5.03 4.49
S 0.68 -3.71 4.00
O -0.93 -4.12 3.60
C -1.57 -3.10 2.75
C -1.61 -1.59 3.37
C -3.14 -0.97 3.55
I -4.28 -0.93 1.66
O 1.58 -3.22 2.62
P 2.81 -2.12 3.28
O 2.33 -1.53 4.70
O 3.07 -0.72 2.26
O 4.33 -2.96 3.63
H -1.05 -3.06 1.68
H -2.69 -3.48 2.56
H -1.07 -0.88 2.58
H -1.09 -1.47 4.42
H -3.02 0.10 4.05
H -3.76 -1.61 4.33
H 3.23 0.11 2.79
H 4.03 -3.89 3.92
C 4.86 2.19 -1.09
C 6.38 2.45 -1.16
C 7.17 1.93 0.03
F 6.80 2.50 1.20
F 8.50 2.20 -0.12
F 6.60 3.77 -1.36
F 6.84 1.82 -2.29
O 4.06 3.28 -0.62
C 3.96 3.39 0.80
C 4.59 4.68 1.34
F 5.90 4.77 1.02
F 4.52 4.73 2.70
F 4.47 2.28 1.37
F 2.63 3.38 1.07
H 4.53 2.04 -2.12
H 4.62 1.25 -0.58
H 7.07 0.84 0.13
H 4.08 5.57 0.94
C -5.40 0.47 -4.89
C -4.55 -0.79 -5.13
C -5.30 -2.11 -4.98
F -5.79 -2.28 -3.73
F -4.47 -3.16 -5.21
F -3.45 -0.74 -4.34
F -4.08 -0.71 -6.42
O -5.30 1.05 -3.59
C -6.14 0.47 -2.59
C -5.35 -0.20 -1.46
F -4.54 -1.18 -1.94
F -6.19 -0.79 -0.56
F -7.03 -0.36 -3.19
F -6.88 1.50 -2.09
H -5.01 1.24 -5.56
H -6.45 0.34 -5.20
H -6.13 -2.18 -5.69
H -4.73 0.52 -0.93

***

6.
49
Properties=species:S:1:pos:R:3 method="wB97M-V/def2-TZVPD" e_homo_ev="-9.21 / -9.21" e_tot_ha=-2478.3733 s2=0.7585 spin_multiplicity=2 de_lowest_kcal_mol=34.6 e_lumo_ev="-0.164 / -3.480"
Sr -0.50 -0.86 -0.98
O 5.91 1.85 0.28
C 5.52 2.47 -0.77
O 5.93 3.35 -1.46
C 4.18 1.71 -0.98
C 4.16 0.59 -1.80
C 2.93 0.02 -2.08
N 1.79 0.49 -1.56
C 1.83 1.57 -0.77
C 3.02 2.21 -0.44
C 0.52 2.14 -0.31
O 0.29 3.30 -0.60
O -0.35 1.36 0.25
H 5.06 0.17 -2.22
H 2.85 -0.85 -2.71
H 2.99 3.07 0.22
C -5.29 1.63 0.21
N -4.47 1.01 -0.81
C -4.54 -0.41 -1.12
C -3.21 -0.62 -1.82
O -2.70 -1.71 -2.11
N -2.55 0.56 -1.92
C -3.26 1.45 -1.19
N -2.82 2.67 -0.91
H -6.27 1.16 0.20
H -5.42 2.69 -0.01
H -4.84 1.50 1.20
H -5.39 -0.66 -1.75
H -4.58 -1.02 -0.21
H -1.83 2.86 -1.02
H -3.26 3.17 -0.15
F -1.54 -1.19 1.23
Sb -0.46 0.24 2.19
F -0.15 -1.20 3.37
F 0.87 -0.85 1.09
F 1.12 1.28 2.35
F -2.17 1.02 1.79
F -0.87 1.13 3.81
C 2.60 -3.25 2.04
N 2.33 -3.34 0.61
C 1.13 -3.52 0.08
N 0.10 -3.68 0.92
S 0.91 -3.57 -1.62
H 3.67 -3.15 2.18
H 2.27 -4.17 2.54
H 2.10 -2.39 2.48
H 3.08 -3.16 -0.04
H 0.12 -3.26 1.84
H -0.81 -3.81 0.51

***

7.
36
Properties=species:S:1:pos:R:3 method="wB97M-V/def2-TZVPD" e_homo_ev="1.54 / 1.26" e_tot_ha=-1997.6408 s2=9.0432 spin_multiplicity=6 charge=-2 e_lumo_ev="4.222 / 4.156"
C 1.19 0.37 -3.91
I 1.80 2.40 -2.93
H 0.28 0.61 -4.44
H 1.06 -0.48 -3.25
H 1.98 0.12 -4.62
C -2.81 -2.74 -0.21
C -1.10 -1.44 -0.99
N -1.53 -2.29 0.02
H -4.15 -2.37 -1.92
I -2.43 2.95 -0.82
N -2.20 -1.39 -1.83
H -3.35 -3.47 0.39
Sm -0.09 1.07 -1.03
C 0.21 -1.44 -1.70
O 1.01 -2.27 -2.16
C -3.23 -2.17 -1.37
C -2.30 -0.46 -2.93
H -2.42 0.57 -2.54
H -3.22 -0.69 -3.47
H -1.45 -0.54 -3.62
C -0.90 -2.57 1.30
H -0.86 -3.66 1.46
H -1.51 -2.13 2.10
H 0.10 -2.15 1.40
N 1.16 1.38 0.62
C 1.68 1.69 1.79
C 2.68 2.73 1.99
C 3.03 3.12 3.27
C 2.49 2.47 4.42
C 1.65 1.35 4.22
C 1.34 0.89 2.94
H 3.18 3.15 1.11
H 3.78 3.89 3.43
H 2.76 2.80 5.43
H 1.32 0.80 5.10
H 0.86 -0.07 2.73

***

8.
35
Properties=species:S:1:pos:R:3 method="wB97M-V/def2-TZVPD" e_homo_ev="-15.03 / -15.03" e_tot_ha=-1432.5712 s2=2.0118 spin_multiplicity=3 de_lowest_kcal_mol=59.0 charge=+2 e_lumo_ev="-8.475 / -11.083"
C -0.88 -1.72 -3.05
C 0.74 0.72 -3.23
H -0.99 -2.38 -2.15
H -0.08 -1.95 -3.72
H -1.70 -1.15 -3.51
H 1.35 1.14 -2.36
H 1.21 0.01 -3.90
H -0.12 1.20 -3.69
Mo 0.04 -0.45 -1.76
C -0.96 1.38 -1.49
H -0.18 2.12 -1.34
H -1.57 1.37 -0.58
H -1.57 1.71 -2.32
I 2.44 -1.56 -1.38
N -0.36 -0.38 2.64
C 0.84 0.36 2.72
C 1.46 0.89 3.81
C 2.66 1.60 3.59
C 3.17 1.73 2.28
C 2.50 1.19 1.19
C 1.31 0.49 1.40
N 0.39 -0.13 0.54
C -0.57 -0.68 1.32
C -1.72 -1.30 0.75
C -2.98 -1.60 1.21
S -4.06 -1.94 -0.09
C -2.82 -1.70 -1.21
N -1.64 -1.38 -0.60
H -0.95 -0.63 3.39
H 1.03 0.77 4.82
H 3.21 2.05 4.43
H 4.10 2.27 2.14
H 2.87 1.27 0.16
H -3.26 -1.58 2.26
H -2.91 -1.76 -2.27